C13H16AsBF10NPPdS | ωB97M-V/def2-TZVPD

Maximum force in eV/Å: 1.25
Energy relative to the best compared isomer or geometry (same formula, charge and spin) in kJ/mol: 99.5
LUMO level (spin up / spin down) in eV: 2.413 / 2.323
2S+1: 2
Net charge: -1
Highest occupied orbital energy (spin up / spin down) in hartree: -0.17469 / -0.19580

XYZ file:
```
45
Properties=species:S:1:pos:R:3:forces:R:3
Pd -1.04051 0.51537 -0.49187 0.29 -0.21 0.20
F -0.98058 2.31774 -2.55192 0.14 -0.17 0.16
As -2.43791 1.68016 -3.26174 -0.29 0.41 -1.15
F -1.92660 0.01268 -3.07477 0.20 -0.03 0.16
F -3.15408 1.60715 -1.69024 -0.09 -0.03 0.12
F -1.60137 1.70801 -4.79229 -0.06 -0.03 -0.04
F -3.00554 3.29785 -3.49906 0.03 0.07 0.09
F -3.86642 1.09625 -4.04196 -0.09 -0.06 0.14
S 0.60780 2.10312 0.59569 -0.31 -0.06 -0.16
C -0.18214 1.41118 1.93334 0.55 0.25 0.42
N -0.90373 2.22739 2.74572 -0.18 -0.23 -0.09
C -1.49986 1.83085 3.89937 0.03 0.12 0.09
C -1.34959 0.56437 4.34327 -0.01 -0.16 0.00
C -0.62759 -0.34344 3.53457 -0.04 0.09 0.01
C -0.05099 0.06683 2.37195 -0.11 -0.02 0.15
H -1.08167 3.14946 2.37393 0.06 0.04 0.05
H -2.07202 2.58064 4.42500 -0.02 0.02 -0.06
H -1.81444 0.24408 5.26258 -0.06 0.03 -0.03
H -0.56194 -1.38010 3.83751 0.06 0.01 -0.02
H 0.48277 -0.61949 1.73650 0.09 0.01 -0.02
F -3.43935 -0.78217 2.63375 -0.03 0.01 -0.04
B -3.41160 -0.40755 1.28213 0.13 -0.06 0.06
F -2.90236 0.92984 1.18035 -0.09 0.06 -0.02
F -4.65715 -0.51191 0.70400 0.06 0.02 0.03
F -2.45289 -1.21477 0.59530 -0.15 -0.19 -0.02
C 0.21953 -2.39436 -2.14892 -0.06 0.12 0.09
P 0.58344 -0.70158 -1.56000 0.10 0.06 -0.27
C 1.16421 0.06844 -3.10933 0.03 -0.01 0.08
C 2.13737 -0.93419 -0.62899 -0.13 0.02 0.20
C 2.21994 -1.94296 0.33164 0.03 -0.06 -0.10
C 3.32689 -2.05003 1.16053 0.01 -0.01 0.01
C 4.36940 -1.14098 1.04693 -0.02 0.02 -0.01
C 4.29908 -0.13446 0.09435 0.02 -0.01 0.00
C 3.18914 -0.02654 -0.73076 0.02 -0.05 -0.04
H -0.08046 -3.03888 -1.32411 -0.01 0.00 -0.01
H 1.08917 -2.81091 -2.65912 -0.02 -0.05 0.00
H -0.61901 -2.31366 -2.84074 -0.01 -0.02 0.01
H 2.08069 -0.41126 -3.45902 0.00 0.01 0.00
H 1.32238 1.13522 -2.96156 -0.01 0.01 -0.02
H 0.37758 -0.04622 -3.85309 -0.03 0.06 0.02
H 1.40490 -2.65164 0.43348 0.01 0.01 0.04
H 3.37435 -2.83847 1.90197 -0.02 0.00 -0.01
H 5.22483 -1.20800 1.70736 0.02 -0.02 -0.03
H 5.10943 0.57769 -0.00034 -0.02 0.02 0.01
H 3.13690 0.77925 -1.45138 0.00 0.01 0.02
```
Positions in Å, forces in eV/Å.


C19H12AlCl5F6O5 | ωB97M-V/def2-TZVPD

Maximum force in eV/Å: 8.22
Energy relative to the best compared isomer or geometry (same formula, charge and spin) in kJ/mol: 1962.4
LUMO level (spin up / spin down) in eV: -1.315 / -1.396
Highest occupied orbital energy (spin up / spin down) in hartree: -0.26745 / -0.27177

XYZ file:
```
48
Properties=species:S:1:pos:R:3:forces:R:3
Al 0.16934 0.21413 -0.22952 0.08 -1.47 0.63
Cl 4.67687 0.08232 5.72906 -0.02 0.03 -0.03
C 3.47578 0.09378 4.49816 -0.01 0.20 -0.03
C 3.80875 0.44503 3.19358 0.74 -0.39 0.06
Cl 5.43208 0.90662 2.84379 -0.10 -0.05 -0.03
C 2.86017 0.36816 2.18567 -2.08 0.90 2.77
Cl 2.99795 0.28927 0.51762 5.73 1.35 -2.22
C 1.47260 0.20552 2.52820 -0.70 -0.60 -1.17
O 0.45630 0.25554 1.63845 1.01 0.06 -0.70
C 1.15928 -0.17206 3.83755 0.11 0.29 0.21
Cl -0.47522 -0.52457 4.21394 -0.01 0.02 -0.02
C 2.15175 -0.22769 4.81207 -0.09 -0.01 -0.15
Cl 1.73799 -0.67317 6.41038 0.01 -0.03 0.06
C 4.03030 -4.68506 0.14442 0.06 0.03 0.00
O 4.89303 -3.63946 -0.27509 -0.17 0.00 0.05
C 4.39196 -2.36572 -0.27755 -0.08 -0.38 0.59
C 5.36537 -1.50458 -0.93788 0.34 0.52 -0.40
C 5.46251 -0.10955 -0.75556 -1.49 -3.59 -0.38
C 4.43711 0.25097 0.05384 -1.71 3.05 2.63
C 2.22412 1.57551 -0.08142 -2.16 5.58 -1.58
C 2.77366 2.94291 0.24746 0.77 -0.69 0.55
O 1.10120 1.69954 -0.82531 -0.28 -3.38 1.06
C 2.27916 -0.93728 -0.08736 0.40 -8.01 -1.80
O 1.22296 -1.46760 -0.69389 -1.76 4.58 0.87
C 3.16389 -2.10606 0.33681 1.09 1.57 -0.85
H 4.55609 -5.61223 -0.06529 0.00 0.00 0.00
H 3.08870 -4.65284 -0.40855 -0.01 0.00 0.01
H 3.82274 -4.62229 1.21483 0.01 -0.03 0.01
H 6.07730 -2.05185 -1.54410 0.05 0.04 0.03
H 6.15740 0.53951 -1.26457 0.14 0.05 0.23
H 3.81280 3.04474 -0.06574 -0.03 0.11 -0.06
H 2.75941 3.11892 1.32899 -0.08 0.13 -0.03
H 2.14453 3.66181 -0.26266 -0.01 0.05 0.04
H 2.60619 -2.75624 0.99514 0.22 -0.57 -0.40
C -2.56884 -0.18215 -2.83871 0.02 -0.06 0.04
C -2.44157 0.21020 -1.37378 -0.01 0.03 0.23
O -1.33999 -0.38986 -0.78817 0.15 0.66 -0.16
C -3.68179 -0.27114 -0.58663 -0.02 0.02 -0.03
F -3.71789 0.24643 0.64865 0.02 -0.03 0.01
F -4.82688 0.06442 -1.20276 -0.01 0.00 0.01
F -3.66305 -1.60099 -0.47421 0.00 -0.01 -0.01
C -2.31355 1.74978 -1.23645 0.00 0.00 0.02
F -1.52535 2.24795 -2.20028 0.00 -0.01 -0.01
F -1.71073 2.06616 -0.06206 -0.04 0.00 -0.02
F -3.47450 2.39697 -1.28208 -0.01 0.00 -0.03
H -2.68521 -1.26286 -2.89306 -0.05 0.01 -0.01
H -1.65097 0.08979 -3.35405 -0.01 0.01 -0.02
H -3.41682 0.30437 -3.31760 0.00 0.00 0.00
```
Positions in Å, forces in eV/Å.


C34H67N2O24P3 | ωB97M-V/def2-TZVPD

Maximum force in eV/Å: 1.65
SMILES: CCOP(=O)(OCC)OCC.CCOP(=O)(OCC)OCC.CCOP(=O)(OCC)OCC.O=C1OCCO1.O=C1OCCO1.O=C1OCCO1.O=C1OCCO1.CC#N.CC#N
LUMO level in eV: 0.469
Highest occupied orbital energy in hartree: -0.38974

XYZ file:
```
130
Properties=species:S:1:pos:R:3:forces:R:3
C 0.43339 1.02263 2.00764 -0.23 -0.32 0.21
C 1.44672 2.08023 2.34829 0.31 -0.69 0.62
O 1.38597 3.15581 1.40419 0.04 -0.02 -0.24
P 1.44239 4.64534 1.89775 -0.11 -0.21 0.47
O 1.38431 5.61290 0.81164 -0.06 0.37 -0.35
O 0.29682 4.79247 2.97690 -0.11 0.04 0.40
C -0.97675 5.40521 2.67441 0.28 0.74 -0.67
C -2.05890 4.64506 3.38327 0.25 -0.32 -0.10
O 2.73314 4.63289 2.79915 0.20 0.08 -0.18
C 3.00021 5.73986 3.66472 -0.22 0.26 0.82
C 4.45932 5.73568 4.04328 -0.04 0.40 0.18
H -0.58605 1.40838 2.05365 -0.01 0.08 -0.15
H 0.60356 0.56494 1.03509 0.04 0.24 -0.11
H 0.48822 0.20130 2.72799 0.07 0.09 0.05
H 1.30907 2.43068 3.37500 -0.29 0.26 -0.16
H 2.45445 1.65353 2.36347 0.01 0.18 -0.39
H -0.89084 6.47348 2.88657 -0.09 -0.11 0.42
H -1.11804 5.36482 1.59085 -0.15 -0.10 0.05
H -3.04698 5.08946 3.29203 0.01 0.04 -0.32
H -2.03342 3.67859 2.87663 -0.48 -0.19 0.36
H -1.86422 4.51723 4.44822 0.21 0.00 -0.03
H 2.72978 6.70569 3.22820 0.03 -0.20 -0.43
H 2.34679 5.63973 4.53779 0.16 -0.16 0.03
H 4.61364 6.44929 4.85669 -0.02 0.05 -0.08
H 4.79344 4.77033 4.41690 -0.03 -0.12 -0.21
H 5.05486 6.07074 3.19534 0.17 -0.25 0.03
C 6.24455 -2.57020 -5.05569 -0.17 -0.82 -0.41
C 4.99316 -2.54534 -4.22660 -0.34 0.15 0.16
O 5.35540 -2.67392 -2.83486 -0.03 -0.38 -0.40
P 4.26537 -2.41303 -1.73032 0.53 0.54 0.40
O 2.89503 -2.81185 -2.05231 -0.38 -0.34 -0.25
O 4.89631 -3.04949 -0.43692 -0.15 -0.14 -0.12
C 4.57178 -4.38450 -0.01069 0.12 -0.53 0.36
C 4.37503 -4.36125 1.47854 -0.27 0.16 0.36
O 4.47588 -0.87544 -1.46464 0.01 0.25 -0.16
C 3.82236 -0.22619 -0.36606 -0.18 -0.05 0.53
C 4.84473 0.25984 0.63045 0.00 0.72 0.19
H 6.98467 -1.84956 -4.72494 -0.03 0.18 -0.16
H 6.67852 -3.57410 -5.03795 0.15 0.11 0.35
H 5.95781 -2.46224 -6.10516 0.15 0.51 0.05
H 4.41037 -1.62867 -4.34913 0.21 0.13 -0.05
H 4.33000 -3.36642 -4.51304 0.08 -0.07 0.17
H 3.66348 -4.76059 -0.48339 -0.02 0.28 -0.21
H 5.39376 -5.05086 -0.28001 0.07 0.16 -0.15
H 5.25232 -4.00770 2.02027 0.11 0.00 -0.15
H 3.54000 -3.69975 1.71493 0.00 -0.04 0.08
H 4.10848 -5.34828 1.85480 0.01 -0.02 -0.07
H 3.22959 0.60542 -0.74627 0.07 -0.07 -0.21
H 3.13240 -0.91612 0.12940 0.04 -0.10 -0.10
H 4.33409 0.70126 1.49249 -0.07 -0.24 0.02
H 5.51075 -0.52516 0.97989 -0.02 -0.09 -0.07
H 5.42343 1.09285 0.22399 0.17 -0.25 -0.18
C -3.19712 0.10998 5.09137 -0.55 0.25 -0.02
C -3.39228 1.28867 4.15955 0.01 -0.63 -0.20
O -4.21967 0.83820 3.05785 -0.39 0.02 0.16
P -4.47100 1.76461 1.79920 1.17 -0.45 0.07
O -5.01414 3.09306 2.04408 -0.37 0.41 0.10
O -5.31376 0.82536 0.84435 -0.33 0.30 0.27
C -6.75251 1.02097 0.81511 -0.24 -0.51 -0.97
C -7.41732 0.60541 2.09878 -0.20 0.62 0.41
O -3.01215 1.72581 1.16377 -0.42 -0.25 -0.38
C -2.79983 1.93012 -0.24992 0.61 0.48 -0.11
C -2.23207 3.31426 -0.49129 -0.29 0.21 -0.39
H -4.18087 -0.32212 5.28993 0.05 -0.02 0.06
H -2.56944 -0.67397 4.67461 0.19 0.10 0.04
H -2.81810 0.49396 6.03872 0.26 -0.24 -0.01
H -3.90082 2.08957 4.69412 0.04 0.21 -0.23
H -2.44997 1.61298 3.72183 0.09 0.25 0.23
H -6.99816 2.03052 0.48635 0.24 0.19 0.42
H -7.07297 0.38821 -0.01663 0.03 -0.13 0.16
H -8.50292 0.68153 2.01000 0.01 -0.27 -0.25
H -7.12567 -0.40172 2.38805 -0.07 -0.04 0.02
H -7.18681 1.30330 2.90897 0.30 -0.15 -0.03
H -2.11347 1.15474 -0.59100 0.05 -0.04 0.20
H -3.70609 1.79911 -0.83759 -0.17 -0.08 0.24
H -3.00298 4.06003 -0.28380 0.09 0.04 0.05
H -1.34269 3.56526 0.08650 0.03 -0.32 0.16
H -1.97179 3.40012 -1.55138 -0.04 0.01 0.05
O -0.90370 -2.19450 2.79983 0.35 0.28 -0.36
C -1.81206 -2.09100 2.03734 -0.64 -0.13 0.51
O -1.86125 -1.32812 0.92817 0.47 -0.38 -0.27
C -3.08321 -1.54541 0.22660 -1.40 -0.15 0.44
C -3.91327 -2.40879 1.18609 -0.02 -0.41 0.43
O -2.98868 -2.72721 2.23491 -0.03 0.13 -0.09
H -3.59717 -0.59847 0.12579 0.23 0.13 -0.41
H -2.99823 -2.05376 -0.73070 0.73 0.27 -0.09
H -4.26912 -3.36782 0.80559 0.12 0.14 -0.38
H -4.78220 -1.88820 1.59046 0.21 0.16 0.16
O 1.99711 0.95002 -3.09689 0.15 -0.21 -0.30
C 1.75648 2.09791 -2.89046 -0.01 0.24 0.41
O 1.34986 2.99149 -3.80776 -0.07 0.09 0.00
C 0.85028 4.15896 -3.12049 0.26 -0.28 0.17
C 1.53819 4.06886 -1.75756 -0.32 -0.39 -0.25
O 1.84809 2.66534 -1.66970 0.03 -0.10 -0.21
H 1.14223 5.04280 -3.67666 -0.12 0.01 -0.10
H -0.23196 4.05439 -3.05922 -0.02 0.18 0.00
H 0.90276 4.29887 -0.90922 0.13 0.28 -0.18
H 2.46108 4.64380 -1.73347 0.01 0.00 0.18
O 1.41830 -5.45373 2.49982 0.28 0.42 0.12
C 0.42339 -5.26697 1.88704 -0.52 -0.67 -0.02
O 0.35456 -4.75423 0.63864 0.26 0.38 -0.20
C -0.94769 -4.89747 0.10583 -1.18 -0.94 0.25
C -1.69064 -5.67718 1.22674 -1.04 0.86 -0.95
O -0.81143 -5.64300 2.32014 0.46 -0.32 -0.07
H -1.45649 -3.97470 -0.16959 0.54 0.38 0.31
H -0.95650 -5.50861 -0.79619 0.51 0.10 -0.07
H -1.97018 -6.66617 0.85534 0.52 -0.31 0.53
H -2.63036 -5.19841 1.50844 0.16 0.11 0.12
O -1.50139 -2.76940 -6.55763 -0.20 -0.05 -0.17
C -0.43034 -2.84242 -6.04404 0.42 0.17 0.13
O 0.27893 -1.76959 -5.62348 -0.31 -0.03 0.09
C 1.49357 -2.20059 -5.02638 0.68 -0.71 0.14
C 1.28756 -3.70632 -4.84217 -0.43 -0.16 -0.38
O 0.24996 -3.98037 -5.81763 -0.16 0.06 0.26
H 2.32634 -2.02475 -5.71120 -0.11 0.23 -0.06
H 1.68490 -1.69864 -4.08409 -0.17 0.18 -0.02
H 0.90624 -3.98608 -3.86326 0.07 0.15 0.07
H 2.12460 -4.34406 -5.11086 0.18 0.20 0.08
C -3.91665 -1.94186 -4.46983 -0.48 -0.86 0.09
C -3.83339 -0.89128 -3.47598 0.42 0.20 -0.26
N -3.76015 -0.06814 -2.68014 -0.09 0.07 0.10
H -2.98736 -2.48324 -4.62858 0.22 0.30 0.19
H -4.26885 -1.60721 -5.44139 -0.02 0.29 0.08
H -4.63453 -2.66823 -4.07361 0.00 0.00 -0.22
C 0.53504 -1.08076 -1.14102 -0.10 -0.76 -0.13
C -0.29098 -1.99698 -1.92074 -0.04 0.11 0.02
N -0.94099 -2.71380 -2.53990 -0.12 -0.06 -0.03
H 1.42205 -0.88265 -1.73331 -0.01 0.38 0.06
H 0.83839 -1.61513 -0.23961 -0.04 0.13 0.08
H -0.04677 -0.20011 -0.88789 0.13 0.14 -0.07
```
Positions in Å, forces in eV/Å.


CH3F2PS | ωB97M-V/def2-TZVPD

Maximum force in eV/Å: 3.77
Energy relative to the best compared isomer or geometry (same formula, charge and spin) in kJ/mol: 264.2
LUMO level (spin up / spin down) in eV: -1.089 / -1.847
Highest occupied orbital energy (spin up / spin down) in hartree: -0.32621 / -0.31090

XYZ file:
```
8
Properties=species:S:1:pos:R:3:forces:R:3
C -1.55216 -0.58764 0.50581 0.22 3.70 -0.66
F 2.16939 2.04596 -0.73473 -0.41 0.04 0.91
F 2.97058 -0.03522 -1.09981 -0.07 -0.57 0.76
P 2.17851 0.67400 0.08882 -0.20 0.18 -2.03
S -0.60140 -0.74112 -1.03344 0.90 -0.52 0.33
H -1.85765 0.58031 0.30950 0.06 -2.99 1.55
H -0.89164 -0.68200 1.39893 -0.64 -0.01 -0.69
H -2.41564 -1.25429 0.56491 0.16 0.18 -0.16
```
Positions in Å, forces in eV/Å.